{"formula": "C8H8F4N2", "method": "the ωB97M-V functional and the def2-TZVPD basis", "species": ["F", "F", "F", "F", "C", "C", "N", "N", "C", "C", "C", "C", "C", "C", "H", "H", "H", "H", "H", "H", "H", "H"], "positions_angstrom": [[-1.693354, 1.537020, 1.948241], [0.193300, 2.548681, 1.652843], [-2.235358, 1.945249, -0.705762], [-0.154899, 2.440066, -1.210423], [-0.194668, 0.249788, 0.831130], [-0.477503, 0.329516, -0.500350], [0.602452, -0.612743, 1.458953], [-0.195193, -0.547250, -1.526789], [-0.654531, 1.637907, 1.083236], [-0.965484, 1.688405, -0.461951], [1.994786, -0.726232, 1.049280], [1.606588, -0.119343, 2.337532], [-1.091598, -0.763744, -2.667346], [-0.831300, -1.891028, -1.583857], [2.307037, -1.757469, 1.026793], [2.561790, -0.019413, 0.337627], [2.048755, 0.870899, 2.445779], [1.580545, -0.664727, 3.285198], [-0.783391, -1.008403, -3.721882], [-2.109626, -0.333413, -2.780604], [-1.389271, -2.064428, -0.624652], [-0.119076, -2.739338, -1.672996]], "forces_ev_per_angstrom": [[-1.0, 1.1, 0.1], [-0.2, -0.2, -0.8], [-1.3, 0.6, -1.0], [0.0, 1.6, -0.5], [0.5, 1.7, -3.7], [-0.2, -2.4, 0.9], [0.5, 0.0, 0.4], [0.0, -0.2, -1.7], [0.3, -0.9, 1.1], [0.6, 0.0, 1.5], [1.4, -0.5, -0.6], [1.4, -0.7, 2.1], [-1.1, -2.3, 0.4], [0.6, 1.1, 1.2], [0.3, -0.1, -0.2], [-1.6, -1.1, 0.9], [-1.2, 0.4, -0.2], [0.6, 0.0, -0.3], [0.8, 0.5, 1.5], [0.7, 0.0, 1.0], [-0.5, 0.3, -1.5], [-0.4, 0.8, -0.8]], "nbo_charge": [-0.332, -0.327, -0.310, -0.317, 0.101, 0.082, -0.402, -0.412, 0.603, 0.615, -0.239, -0.256, -0.237, -0.253, 0.204, 0.214, 0.214, 0.201, 0.219, 0.213, 0.211, 0.208], "spin_multiplicity": 1, "smiles": "FC1(F)C(N2CC2)=C(N2CC2)C1(F)F", "e_above_lowest_kcal_mol": 93.7, "total_energy_ha": -818.4369, "gap_ha": 0.342, "homo_energy_ev": -8.43}